1.
16
Properties=species:S:1:pos:R:3:forces:R:3:nbo_charge:R:1 method="wB97M-V/def2-TZVPD" lumo_ha=0.03004 de_lowest_kj_mol=363.15 orbital_gap_ev=9.25
C 0.908578 0.189756 1.743056 0.002 -0.030 -0.088 -0.616
C -0.467572 0.422940 1.121756 -0.020 -0.034 0.055 -0.083
N -0.579330 1.840436 0.716910 0.103 0.391 0.275 -0.800
C -0.797715 -0.261294 -0.173068 0.002 -0.044 -0.192 -0.271
C 0.069653 -0.480416 -1.152106 -0.536 -0.662 0.311 0.228
C 0.990916 -1.391113 -1.750016 0.457 -0.278 0.017 -0.129
O -0.104581 -0.767220 -2.475607 -0.292 -0.369 -0.133 -0.471
H 1.005321 -0.795197 2.213743 -0.122 0.126 -0.173 0.212
H 1.074551 0.957041 2.507433 -0.043 -0.170 -0.145 0.227
H 1.703816 0.290696 0.996073 -0.103 0.001 0.046 0.204
H -1.234542 0.214177 1.876533 0.078 0.061 -0.148 0.198
H -1.539842 2.013443 0.423714 0.141 0.091 0.113 0.351
H -1.837574 -0.179542 -0.480396 0.005 0.344 -0.064 0.210
H -0.048248 1.867915 -0.156332 -0.126 0.459 0.321 0.352
H 1.996793 -1.197326 -2.097516 -0.038 0.239 0.029 0.198
H 0.734472 -2.413235 -1.478555 0.492 -0.126 -0.224 0.191

=====

2.
16
Properties=species:S:1:pos:R:3:forces:R:3:nbo_charge:R:1 method="wB97M-V/def2-TZVPD" lumo_ha="-0.01224 / -0.01222" de_lowest_kj_mol=560.39 orbital_gap_ev="7.86 / 7.86"
C 0.537633 -0.934770 -1.853135 0.058 0.037 0.012 -0.631
C -0.447604 -1.182810 -0.732028 -0.054 -0.061 -0.192 -0.058
N -0.093081 -1.105818 0.649839 0.163 -0.210 0.016 -0.558
C -1.067123 -0.112876 0.111116 -0.237 0.269 0.017 -0.212
C -0.230354 1.034985 0.328193 -0.036 -0.142 -0.058 0.163
C 0.048621 1.522583 1.691521 -0.197 0.204 -0.051 -0.139
O 1.206531 0.714413 1.648822 0.182 -0.130 0.182 -0.682
H 0.025000 -0.743135 -2.802252 0.043 -0.035 0.137 0.213
H 1.169214 -1.819854 -1.981837 -0.094 0.099 0.017 0.223
H 1.208634 -0.097529 -1.639462 -0.087 -0.114 -0.014 0.206
H -1.149946 -1.993669 -0.955792 0.070 0.122 0.064 0.193
H 0.823706 -0.340331 1.252949 0.002 0.150 -0.049 0.471
H -2.092562 -0.145202 0.483909 0.192 0.009 -0.053 0.207
H 0.449093 1.397752 -0.435059 -0.067 -0.061 0.101 0.218
H 0.307236 2.580555 1.793215 -0.055 -0.140 -0.025 0.199
H -0.694996 1.225705 2.440001 0.116 0.004 -0.103 0.185